{"formula": "C25H63FN2O23P5S", "method": "wB97M-V/def2-TZVPD", "total_charge": 1, "orbital_gap_ev": 7.56, "lumo_ev": -4.2, "molar_mass_g_mol": 965.70, "elements": ["C", "C", "C", "N", "C", "S", "O", "O", "F", "C", "N", "C", "C", "C", "C", "C", "O", "H", "H", "H", "H", "H", "H", "H", "H", "H", "H", "H", "H", "H", "H", "H", "H", "H", "H", "C", "O", "P", "O", "O", "C", "O", "C", "H", "H", "H", "H", "H", "H", "H", "H", "H", "C", "O", "P", "O", "O", "C", "O", "C", "H", "H", "H", "H", "H", "H", "H", "H", "H", "C", "O", "P", "O", "O", "C", "O", "C", "H", "H", "H", "H", "H", "H", "H", "H", "H", "C", "O", "P", "O", "O", "C", "O", "C", "H", "H", "H", "H", "H", "H", "H", "H", "H", "C", "O", "P", "O", "O", "C", "O", "C", "H", "H", "H", "H", "H", "H", "H", "H", "H"], "positions_angstrom": [[1.1742, 4.4053, -0.4269], [0.5889, 2.9815, -0.2250], [1.3505, 2.2022, 0.8619], [2.7153, 1.8214, 0.4106], [3.1945, 0.5856, 0.9344], [4.6368, 0.2356, -0.2278], [5.4077, 1.4145, -0.2881], [4.1407, -0.1207, -1.5088], [5.4920, -0.9753, 0.3524], [2.3584, -0.7328, 0.7788], [3.0395, -1.6172, 1.7350], [3.7309, -1.0558, 2.6467], [3.5554, 0.4535, 2.4237], [2.4327, 0.7619, 3.4968], [4.8346, 1.1894, 2.9520], [4.5662, 2.5625, 3.5816], [4.3583, 2.7306, 4.7260], [0.7244, 5.1260, 0.2633], [0.8880, 4.7298, -1.4335], [2.2663, 4.3951, -0.3209], [0.5001, 2.4217, -1.1652], [-0.4296, 3.1381, 0.1923], [0.7211, 1.3772, 1.2267], [1.4748, 2.9180, 1.6882], [2.6503, 1.7078, -0.6032], [1.3074, -0.6659, 1.0888], [2.3552, -1.2019, -0.2112], [3.0330, -2.6426, 1.7527], [4.3280, -1.5186, 3.4274], [2.8194, 0.5559, 4.4968], [1.6034, 0.0662, 3.2887], [2.0325, 1.7676, 3.3742], [5.3475, 0.5869, 3.7153], [5.5668, 1.3430, 2.1453], [4.5776, 3.4573, 2.9175], [-6.0441, 5.3707, 0.1211], [-4.6358, 5.1959, 0.3521], [-3.8089, 4.2422, -0.5934], [-2.4025, 4.0911, -0.2146], [-4.0401, 4.8253, -2.0536], [-3.5535, 6.1471, -2.3245], [-4.6606, 2.9068, -0.6172], [-4.2447, 1.8634, -1.5022], [-6.2659, 6.4360, 0.1509], [-6.3525, 4.9757, -0.8463], [-6.6019, 4.8666, 0.9078], [-2.8717, 6.4957, -1.5477], [-4.4039, 6.8261, -2.3865], [-3.0341, 6.1388, -3.2809], [-3.3996, 2.1651, -2.1219], [-5.0824, 1.6059, -2.1480], [-3.9655, 0.9904, -0.9134], [3.4655, -8.4744, 0.2076], [2.6655, -7.6090, 1.0300], [2.3790, -6.1362, 0.5502], [1.6266, -5.3141, 1.5005], [1.6973, -6.2967, -0.8768], [0.4264, -6.9620, -0.9347], [3.8149, -5.5701, 0.1843], [3.8463, -4.2755, -0.4051], [2.9609, -9.4343, 0.1225], [3.6145, -8.0690, -0.7927], [4.4332, -8.6206, 0.6818], [-0.0229, -7.0662, 0.0530], [0.5688, -7.9498, -1.3712], [-0.2394, -6.3834, -1.5701], [2.8410, -3.8898, -0.5905], [4.3866, -4.3234, -1.3482], [4.3754, -3.6036, 0.2742], [-0.7387, 2.3751, -7.1431], [-1.5389, 3.2035, -6.2940], [-1.7996, 4.7118, -6.7073], [-2.5676, 5.4814, -5.7353], [-2.4645, 4.6170, -8.1533], [-3.7377, 3.9706, -8.2546], [-0.3507, 5.2575, -7.0313], [-0.2373, 6.5810, -7.5725], [-1.2558, 1.4270, -7.2838], [-0.5689, 2.8301, -8.1185], [0.2204, 2.1932, -6.6606], [-4.2020, 3.8322, -7.2777], [-3.6011, 2.9986, -8.7292], [-4.3893, 4.5818, -8.8746], [-1.2122, 7.0296, -7.7613], [0.3139, 6.5230, -8.5093], [0.3138, 7.2033, -6.8703], [9.9320, -7.0897, 3.2088], [9.4368, -7.6773, 2.0017], [8.5524, -8.9893, 2.0836], [8.1615, -9.5389, 0.7915], [7.3251, -8.5835, 3.0260], [6.4516, -7.5637, 2.5457], [9.4008, -9.9427, 3.0154], [8.8174, -11.1920, 3.4107], [9.7380, -6.0184, 3.1738], [9.4518, -7.5050, 4.0947], [11.0055, -7.2578, 3.2710], [6.6079, -7.3615, 1.4846], [6.6276, -6.6497, 3.1152], [5.4228, -7.8857, 2.6997], [7.7921, -11.2941, 3.0560], [8.8240, -11.2455, 4.4979], [9.4183, -12.0046, 3.0082], [-12.2502, 5.3490, 3.2064], [-11.1180, 5.1707, 2.3482], [-10.0485, 4.0574, 2.6948], [-8.9041, 4.0167, 1.7904], [-10.8905, 2.7037, 2.7616], [-11.5246, 2.2608, 1.5575], [-9.7152, 4.3287, 4.2178], [-8.8596, 3.3996, 4.8938], [-13.1439, 5.4061, 2.5873], [-12.3637, 4.5263, 3.9121], [-12.1346, 6.2808, 3.7571], [-11.1500, 2.7919, 0.6820], [-12.5987, 2.4252, 1.6455], [-11.3353, 1.1966, 1.4362], [-8.5945, 2.5533, 4.2603], [-9.3803, 3.0325, 5.7766], [-7.9520, 3.9153, 5.2017]], "atomic_forces_ev_per_a": [[-0.2455, -0.6080, -0.5320], [-0.3268, 0.6360, 1.1368], [-0.3456, 1.1073, 0.0973], [-0.6742, -0.8226, -0.0532], [-0.3063, -1.9450, 0.0134], [0.3970, 2.1537, -1.5873], [1.2831, 0.2493, 1.3722], [-0.9121, -1.6972, 0.2227], [-0.5950, 0.4387, 0.1428], [-0.5534, -0.5458, -0.1917], [0.6216, -2.1113, 0.9854], [-0.6402, 2.6531, -1.6205], [1.7968, 0.4303, 2.8381], [-0.7171, -0.8694, -1.4255], [0.5817, 0.3394, -0.6154], [0.2683, 0.3165, -2.3031], [-0.3339, -0.1420, 2.2951], [0.1925, -0.2608, 0.0493], [0.3021, 0.1349, 0.1823], [-0.2122, 0.2070, -0.1471], [0.1034, 0.0257, 0.1938], [0.4342, -0.3493, -0.6011], [0.3577, -0.0828, -0.1689], [-0.0974, -0.3213, -0.0438], [0.1796, 0.2512, 0.0847], [0.2672, 0.3015, 0.0166], [0.2014, 0.2712, 0.1337], [-0.6996, 0.1276, -0.6341], [-0.3146, -0.2395, -0.1535], [-0.0247, 0.3266, -0.1354], [0.0144, 0.3074, 0.3471], [0.3086, -0.0607, 0.3369], [-0.3764, 0.0731, -0.0522], [-0.2422, -0.0575, 0.1253], [0.0572, -0.4358, -0.2505], [-0.4495, 0.0900, 0.1080], [0.3265, -0.3426, 0.0482], [-0.3335, 0.3692, -0.1128], [0.0756, 0.0671, 0.1740], [0.0119, -0.3657, 0.1042], [0.1317, 0.3278, -0.2299], [0.0968, 0.2032, -0.1120], [-0.0123, -0.2444, -0.1432], [0.1230, 0.0006, 0.0346], [0.0925, -0.0271, 0.0040], [0.0137, -0.0307, -0.0408], [-0.0106, -0.0795, 0.0246], [-0.0079, -0.0342, 0.0383], [-0.0549, -0.1305, -0.0088], [-0.0129, 0.0333, 0.0303], [-0.0034, 0.0472, 0.0234], [-0.0010, 0.0510, 0.0438], [0.2313, -0.3910, -0.2089], [0.0415, 0.4891, 0.1735], [-0.2486, -0.5567, -0.0348], [0.0970, 0.1452, 0.1069], [0.2819, 0.2652, 0.1057], [-0.2871, -0.1899, -0.0848], [-0.1367, -0.1566, -0.1586], [0.1564, 0.2988, -0.0909], [-0.0748, 0.0609, 0.1072], [-0.0411, 0.0738, 0.0454], [-0.0210, 0.0347, -0.0059], [0.0353, 0.0648, 0.0043], [0.0288, 0.0229, 0.0164], [0.0750, 0.0540, 0.0107], [0.0143, -0.0292, -0.0491], [-0.0004, -0.0072, 0.0307], [0.1068, -0.0027, -0.0811], [0.1330, -0.2537, -0.1241], [0.0512, 0.3028, 0.1339], [0.0289, -0.0189, -0.1394], [-0.1205, -0.1652, 0.2175], [0.2547, 0.1021, 0.0645], [-0.2278, -0.1263, -0.0791], [-0.2236, -0.2262, -0.1292], [0.1550, 0.3007, -0.1366], [-0.0441, 0.0382, 0.0710], [-0.0263, 0.0452, 0.0388], [-0.0111, 0.0521, 0.0000], [0.0237, 0.0716, 0.0040], [0.0127, 0.0154, 0.0132], [0.0606, 0.0463, 0.0178], [-0.0049, -0.0423, 0.0507], [-0.0226, -0.0647, 0.0200], [-0.0397, -0.0583, 0.0474], [0.1556, 0.1888, 0.2054], [-0.0929, -0.2816, -0.0796], [0.2270, -0.1053, 0.0180], [-0.0966, 0.2464, -0.1569], [0.1444, -0.1210, 0.1022], [-0.1728, 0.1447, -0.0287], [-0.2435, 0.3213, 0.0587], [-0.0207, -0.3390, 0.1656], [0.0000, -0.0254, -0.0946], [-0.0145, -0.0439, -0.0524], [-0.0263, -0.0366, -0.0162], [-0.0042, -0.0444, 0.0023], [0.0051, -0.0090, -0.0108], [0.0268, -0.0261, 0.0410], [0.0360, 0.0369, -0.0480], [0.0159, 0.0680, -0.0225], [0.0094, 0.0675, -0.0571], [-0.3033, 0.1145, 0.1243], [0.3569, -0.0621, 0.0574], [-0.1563, 0.0463, 0.0616], [-0.0116, 0.1038, -0.2247], [0.1571, 0.0944, 0.2157], [-0.1564, -0.1068, -0.1802], [-0.2415, -0.1498, -0.1865], [0.1778, -0.1350, 0.2619], [0.0749, 0.0179, -0.0650], [0.0659, -0.0110, -0.0326], [0.0470, -0.0254, -0.0087], [0.0566, -0.0133, 0.0356], [0.0202, 0.0113, 0.0034], [0.0482, 0.0221, 0.0558], [-0.0094, 0.0511, -0.0366], [-0.0420, 0.0306, -0.0421], [-0.0258, 0.0393, -0.0667]]}

=====

{"formula": "C25H63N3O8P", "method": "wB97M-V/def2-TZVPD", "total_charge": 1, "orbital_gap_ev": 6.76, "lumo_ev": -3.4, "molar_mass_g_mol": 564.77, "elements": ["C", "C", "O", "C", "C", "C", "C", "C", "P", "O", "H", "H", "H", "H", "H", "H", "H", "H", "H", "H", "H", "H", "H", "H", "H", "H", "H", "H", "C", "O", "C", "C", "N", "C", "C", "O", "C", "H", "H", "H", "H", "H", "H", "H", "H", "H", "H", "H", "H", "H", "H", "H", "C", "O", "C", "C", "N", "C", "C", "O", "C", "H", "H", "H", "H", "H", "H", "H", "H", "H", "H", "H", "H", "H", "H", "H", "C", "O", "C", "C", "N", "C", "C", "O", "C", "H", "H", "H", "H", "H", "H", "H", "H", "H", "H", "H", "H", "H", "H", "H"], "positions_angstrom": [[2.1568, 1.9833, -3.1567], [2.2633, 1.8312, -4.6655], [1.4480, 2.7490, -5.3960], [2.0437, 3.9866, -5.7697], [1.7730, 5.1621, -4.8283], [0.3407, 5.7308, -4.7679], [-0.7552, 4.7154, -4.3953], [-1.4579, 4.0906, -5.6212], [-2.2234, 2.5781, -5.1844], [-3.4593, 2.7098, -4.2058], [1.1110, 1.9125, -2.8336], [2.5612, 2.9376, -2.8098], [2.6956, 1.1799, -2.6498], [1.9269, 0.8391, -4.9844], [3.3052, 1.9391, -4.9920], [3.1238, 3.8299, -5.8766], [1.6579, 4.2346, -6.7684], [2.4395, 5.9647, -5.1643], [2.1045, 4.8973, -3.8177], [0.3320, 6.5305, -4.0242], [0.0922, 6.2068, -5.7261], [-0.2604, 3.9336, -3.8064], [-1.5155, 5.1824, -3.7626], [-2.2114, 4.7560, -6.0598], [-0.7368, 3.8056, -6.3944], [-2.7495, 1.9017, -6.2767], [-1.2681, 1.7424, -4.6133], [-3.3018, 2.6895, -3.2560], [4.7908, -4.2387, 1.4838], [3.5147, -4.4660, 0.9250], [2.4377, -4.3918, 1.8482], [1.5349, -3.2269, 1.5173], [2.2143, -1.9614, 1.7290], [1.4721, -0.7916, 1.2861], [1.1493, -0.6815, -0.1940], [2.2609, -0.4438, -1.0428], [3.0013, -1.5900, -1.4196], [5.5210, -4.4568, 0.7070], [4.9254, -3.2040, 1.8205], [4.9772, -4.8981, 2.3372], [2.8235, -4.2929, 2.8676], [1.8651, -5.3210, 1.7835], [0.6551, -3.2661, 2.1692], [1.1787, -3.3697, 0.4842], [3.1208, -1.9894, 1.2796], [2.0301, 0.1004, 1.5826], [0.5228, -0.7546, 1.8293], [0.4929, 0.1869, -0.3202], [0.5966, -1.5560, -0.5556], [2.3601, -2.4746, -1.4791], [3.8221, -1.8079, -0.7311], [3.4273, -1.3971, -2.4055], [-0.0959, 2.0521, 7.8766], [-0.6104, 3.0780, 7.0550], [0.3232, 4.0909, 6.7092], [0.5894, 4.0819, 5.2217], [1.2771, 2.8657, 4.8280], [1.4561, 2.6834, 3.3991], [0.2087, 2.5679, 2.5297], [-0.5494, 1.3928, 2.7485], [-1.4726, 1.4471, 3.8217], [-0.9381, 1.4287, 8.1702], [0.6458, 1.4304, 7.3613], [0.3725, 2.4590, 8.7782], [1.2573, 3.9435, 7.2601], [-0.0976, 5.0587, 6.9932], [1.2205, 4.9413, 4.9721], [-0.3754, 4.2288, 4.7132], [0.7949, 2.0671, 5.2195], [2.0550, 1.7821, 3.2475], [2.0462, 3.5256, 3.0189], [0.5376, 2.5236, 1.4865], [-0.4392, 3.4479, 2.6359], [-1.8814, 2.4546, 3.9438], [-1.0315, 1.1419, 4.7738], [-2.2852, 0.7612, 3.5844], [-5.7373, -4.0556, 1.0879], [-4.4597, -4.4999, 1.4870], [-4.1251, -5.8135, 1.0571], [-2.9653, -5.7768, 0.0905], [-3.3436, -5.1169, -1.1469], [-2.2594, -4.8990, -2.0895], [-1.1104, -4.0011, -1.6526], [-1.4685, -2.6352, -1.4905], [-2.0225, -2.2941, -0.2334], [-5.9156, -3.1070, 1.5909], [-5.8128, -3.9057, 0.0040], [-6.5186, -4.7624, 1.3843], [-4.9940, -6.2843, 0.5872], [-3.8442, -6.4014, 1.9343], [-2.6625, -6.8043, -0.1348], [-2.1200, -5.2964, 0.6062], [-3.7933, -4.2369, -0.9293], [-2.6836, -4.4816, -3.0061], [-1.8349, -5.8741, -2.3524], [-0.3469, -4.0214, -2.4340], [-0.6442, -4.3647, -0.7284], [-1.6230, -2.9267, 0.5651], [-3.1135, -2.3629, -0.2101], [-1.7390, -1.2598, -0.0299]], "atomic_forces_ev_per_a": [[-0.0538, 0.0136, -0.0867], [0.1136, -0.0272, 0.0066], [-0.4776, 0.1878, -0.0287], [-0.0884, 0.0127, -0.0905], [0.0664, -0.0433, 0.0958], [0.1230, -0.0296, -0.3062], [0.1905, -0.0390, 0.1729], [0.2068, 0.4026, 0.0588], [-0.2459, -0.4611, 0.3439], [0.1714, 0.0222, -0.3317], [0.1069, -0.0023, -0.0265], [-0.0225, -0.0747, -0.0630], [-0.0797, 0.0898, -0.0387], [0.0530, 0.0772, 0.1425], [-0.0782, -0.0159, 0.0219], [-0.0731, 0.1500, 0.0408], [0.0535, -0.0808, 0.0782], [-0.1014, 0.0049, 0.0942], [-0.0803, 0.0202, -0.0972], [0.0192, -0.0409, -0.0579], [0.0147, -0.0581, 0.1137], [-0.2094, -0.0399, -0.0067], [0.0764, -0.0112, -0.0803], [0.1628, -0.0657, -0.0093], [0.0627, 0.0314, -0.0480], [-0.0477, 0.0327, -0.1195], [0.0987, -0.0545, 0.0233], [0.0371, 0.0267, 0.1971], [0.0655, -0.0690, 0.0493], [-0.0356, 0.0809, -0.0955], [0.0575, -0.0187, 0.1164], [-0.0784, 0.0095, -0.0063], [0.0693, -0.0717, -0.0988], [0.0289, 0.0240, 0.0837], [-0.2042, 0.0326, -0.1161], [0.1712, -0.0041, 0.0622], [-0.0797, -0.0374, -0.0227], [0.0159, 0.0160, 0.0057], [-0.0449, -0.0024, -0.0068], [0.0080, -0.0216, -0.0173], [-0.0515, 0.0126, 0.0068], [0.0335, -0.0283, -0.0019], [-0.0017, 0.0132, -0.0009], [0.0089, 0.0154, 0.0287], [-0.0169, 0.0023, -0.0044], [0.0090, -0.0195, 0.0024], [0.0333, 0.0125, 0.0269], [0.0153, -0.0199, -0.0153], [0.0315, 0.0169, -0.0081], [0.0120, -0.0044, -0.0194], [-0.0190, 0.0183, 0.0249], [0.0122, -0.0101, 0.0035], [0.0101, -0.0016, 0.1111], [-0.0483, -0.0440, -0.1223], [0.0985, 0.0010, 0.0943], [-0.0095, 0.0514, -0.0577], [-0.1125, -0.0642, 0.0497], [0.0886, 0.0220, -0.0277], [-0.0177, 0.0296, -0.0135], [-0.0207, -0.0465, 0.0010], [-0.0355, 0.0275, -0.0401], [0.0115, -0.0204, 0.0024], [-0.0028, 0.0368, -0.0282], [-0.0255, -0.0002, 0.0133], [0.0147, 0.0354, -0.0400], [-0.0188, -0.0143, 0.0401], [0.0037, -0.0075, -0.0140], [0.0174, 0.0041, -0.0008], [0.0201, -0.0045, -0.0065], [0.0048, 0.0121, 0.0106], [0.0051, -0.0087, 0.0017], [-0.0296, -0.0026, 0.0041], [0.0279, 0.0013, 0.0060], [-0.0245, -0.0088, -0.0031], [0.0201, 0.0094, -0.0125], [-0.0065, -0.0029, 0.0154], [-0.0994, -0.0172, 0.0517], [0.1021, 0.0790, -0.0560], [-0.1232, -0.0648, -0.0163], [0.0785, -0.0341, 0.0014], [-0.0297, 0.1126, 0.0716], [0.0045, -0.0637, -0.0666], [0.0589, 0.0265, 0.0642], [-0.1047, -0.0151, -0.0590], [0.1224, 0.0963, 0.0499], [-0.0129, 0.0091, -0.0148], [0.0410, -0.0255, 0.0030], [-0.0011, 0.0118, 0.0270], [0.0434, -0.0367, -0.0173], [-0.0324, 0.0191, 0.0289], [0.0069, 0.0058, -0.0164], [-0.0055, -0.0149, -0.0108], [0.0097, -0.0047, -0.0108], [-0.0113, -0.0126, 0.0019], [-0.0063, 0.0000, -0.0068], [0.0093, 0.0191, 0.0094], [-0.0153, -0.0197, -0.0281], [-0.0066, 0.0124, 0.0082], [0.0044, -0.0557, -0.0499], [-0.0413, -0.0062, 0.0561]]}

=====

Across the entries above, E_HOMO takes the values -11.752, -10.132 eV, respectively.